# 1
This record from OMol25 describes a cluster of 10 separate species, C32H59F5NO15P in total. The level of theory is ωB97M-V/def2-TZVPD.

The geometry in XYZ format:
```
113
C32H59F5NO15P ωB97M-V/def2-TZVPD
H 3.948 -11.332 -0.277
H -2.669 8.842 -4.033
H 2.181 1.170 3.702
C 3.564 -2.099 -0.651
H 2.276 -12.427 2.984
H 4.680 -12.936 -0.504
H 6.229 -10.309 -5.085
C -10.062 11.897 4.504
O 2.775 -0.890 -0.368
H -6.401 0.311 4.200
H -1.175 8.895 -3.070
H -4.640 7.275 -3.093
C -2.681 7.595 -2.294
H -5.600 0.533 2.628
C 2.666 1.586 2.720
O 3.077 -13.932 1.145
H -5.824 10.543 2.948
H -7.588 10.487 0.922
H -0.354 4.353 -1.461
H 1.977 6.388 -0.529
H 5.195 -2.816 -1.833
C 0.792 -1.647 3.222
H 2.521 -7.732 -0.506
H 6.472 -11.106 -3.514
O -8.925 10.776 2.728
H -0.647 5.812 -0.458
H 3.204 -1.257 -6.381
H 3.541 -9.040 -1.191
O 4.197 -10.371 -2.759
C 0.158 -3.115 3.712
H -7.528 8.693 0.919
H -0.143 -3.094 4.849
F 6.810 -1.402 0.635
F 1.850 -1.321 4.205
H 4.731 -6.431 0.300
C -5.619 9.655 1.012
H 2.472 -1.409 -4.768
C -11.063 11.666 2.145
H 2.391 2.746 2.674
C 3.099 -8.057 -1.374
H 2.433 -11.012 1.920
F -1.057 -3.426 2.890
C 2.155 5.310 -0.513
O 4.740 -1.664 -3.732
H -11.204 12.744 2.036
H 5.934 -6.065 -0.957
H 6.638 -0.495 -4.879
C -4.280 0.073 4.249
H 5.326 -11.852 0.748
C 2.965 -11.868 2.341
O -1.846 6.801 -1.865
C -3.053 -0.388 3.510
H 3.811 -11.531 2.945
C 3.201 -0.851 -5.366
F 1.154 -4.233 3.529
H -2.628 9.727 -2.472
H -9.167 11.626 5.074
H -11.978 11.198 2.516
C 4.567 -0.999 -4.752
H 3.695 -9.689 -5.730
C 5.713 -0.300 -5.433
C 4.415 -12.175 0.238
H 5.828 -0.682 -6.451
O 3.909 -1.009 2.055
H -10.158 12.986 4.500
C 1.009 4.611 0.168
H -3.135 -1.454 3.281
H 2.910 0.202 -5.378
H 5.751 -7.739 -0.386
C -5.605 -0.061 3.546
O -4.692 9.688 0.205
C -0.357 4.759 -0.446
C 5.214 -6.812 -0.603
C 5.812 -11.039 -4.386
O 4.224 -6.461 -2.747
C 4.443 -10.598 -3.943
H 5.751 -12.024 -4.855
O 2.966 -3.314 -0.590
C 4.183 -7.056 -1.672
C -7.052 9.608 0.555
C 5.949 -2.502 0.062
H 2.270 4.928 -1.531
N 5.032 -2.114 -1.076
H -5.801 -1.112 3.319
C -4.156 7.350 -2.117
H -2.170 -0.232 4.139
C -9.926 11.391 3.093
C -5.363 9.662 2.496
O 1.261 -1.859 1.844
H -10.932 11.439 4.981
H -4.305 6.408 -1.578
C -2.268 8.850 -3.016
O 6.047 -3.707 0.631
O -4.204 0.540 5.384
H 2.448 -10.122 -4.538
H 3.217 -11.404 -5.500
O 1.975 0.959 1.583
O 1.182 3.946 1.188
H -5.763 8.750 2.946
H 5.535 0.778 -5.449
H -4.284 9.698 2.678
F -0.301 -0.659 3.370
H -4.599 8.160 -1.532
H -1.086 4.201 0.152
H -10.827 11.243 1.163
H -2.934 0.190 2.590
H 2.426 -8.131 -2.235
H 3.080 5.115 0.041
H 3.835 1.522 2.690
H -7.084 9.608 -0.539
C 3.452 -12.764 1.234
C 3.386 -10.445 -5.004
P 2.493 -0.721 1.376
```

Its net charge is 0. Its energy is -3278.55256 hartree. As for the structure (SMILES): CO[P@](=O)(OC(=O)NC(=O)F)OC(F)(F)C(F)F.CC(C)=O.CC(C)=O.CC(C)=O.CC(C)=O.CC(C)=O.CC(C)=O.CC(C)=O.CC(C)=O.CC(C)=O. The value obtained for the frontier orbital gap is 8.328 eV. The value obtained for the LUMO energy is -0.678 eV.

# 2
This record from OMol25 describes the molecule C3H5NO3S. The level of theory is ωB97M-V/def2-TZVPD.

The geometry in XYZ format:
```
13
C3H5NO3S ωB97M-V/def2-TZVPD
C 2.558 -0.447 -0.285
N -1.485 -0.513 -0.226
C -2.441 0.451 -0.436
H 0.408 1.065 -0.018
O -2.432 1.552 0.074
H 3.009 -1.292 -0.747
S 3.312 0.966 -0.016
H -1.730 -1.489 -0.387
C 0.493 0.217 0.659
O 1.313 -0.776 0.019
H -3.159 0.141 -1.191
H 0.894 0.503 1.625
O -0.742 -0.380 0.930
```

Its net charge is 0. Its energy is -795.89790 hartree. As for the structure (SMILES): O=CNOCOC=S. The value obtained for the frontier orbital gap is 9.556 eV. The value obtained for the LUMO energy is 0.342 eV.

# 3
This record from OMol25 describes a structure of composition C4H4N2O2. The level of theory is ωB97M-V/def2-TZVPD.

The geometry in XYZ format:
```
12
C4H4N2O2 ωB97M-V/def2-TZVPD
N 0.122 0.543 -0.356
H -2.320 -0.230 1.087
O -1.134 -1.316 -0.168
C 0.084 -0.806 -0.257
H 1.652 2.047 0.014
H 3.127 -0.428 0.321
C 2.000 -0.257 0.073
H -3.045 -0.092 -0.465
N 1.249 -1.333 -0.122
O -1.182 1.038 -0.113
C -1.968 -0.132 0.085
C 1.416 0.964 -0.100
```

Its net charge is 0. Its energy is -414.67927 hartree. The value obtained for the frontier orbital gap is 9.221 eV. The value obtained for the LUMO energy is 0.785 eV.

Repeat the third record exactly.
This record from OMol25 describes a structure of composition C4H4N2O2. The level of theory is ωB97M-V/def2-TZVPD.

The geometry in XYZ format:
```
12
C4H4N2O2 ωB97M-V/def2-TZVPD
N 0.122 0.543 -0.356
H -2.320 -0.230 1.087
O -1.134 -1.316 -0.168
C 0.084 -0.806 -0.257
H 1.652 2.047 0.014
H 3.127 -0.428 0.321
C 2.000 -0.257 0.073
H -3.045 -0.092 -0.465
N 1.249 -1.333 -0.122
O -1.182 1.038 -0.113
C -1.968 -0.132 0.085
C 1.416 0.964 -0.100
```

Its net charge is 0. Its energy is -414.67927 hartree. The value obtained for the frontier orbital gap is 9.221 eV. The value obtained for the LUMO energy is 0.785 eV.